1.
Formula: C7H10NOS
Source: OMol25
Level of theory: ωB97M-V with the def2-TZVPD basis set

Last column: Löwdin charge in e.
Element x y z (Å)
1 C 2.070 -1.538 -1.954  -0.004
2 C 0.960 -0.857 -2.411  -0.028
3 C 2.361 -1.534 -0.530  -0.027
4 C 0.191 -0.086 -1.485  -0.075
5 C 1.613 -0.831 0.331  -0.079
6 C 0.629 -0.066 -0.244  -0.064
7 C -1.652 2.423 0.954  -0.103
8 N -2.054 -0.349 1.636  -0.126
9 O -0.154 0.954 2.687  -0.363
10 S -0.872 0.766 1.441  0.881
11 H 2.524 -2.319 -2.514  0.110
12 H 0.571 -1.080 -3.342  0.096
13 H 3.187 -2.115 -0.188  0.119
14 H -0.637 0.672 -1.673  0.136
15 H 1.812 -0.758 1.360  0.113
16 H -2.647 2.372 1.391  0.060
17 H -1.683 2.272 -0.238  0.104
18 H -1.158 3.288 1.169  0.025
19 H -2.638 -0.722 0.948  0.058
20 H -2.423 -0.490 2.663  0.166

Output
HOMO energy in eV: -13.94
Net charge: +1
Gap between HOMO and LUMO in eV: 8.743
Energy relative to the best compared isomer or geometry (same formula, charge and spin) in kJ/mol: 336.4
Strongest force on any atom in eV Å⁻¹: 5.961

2.
Formula: C26H38N2O4
Source: OMol25
Level of theory: ωB97M-V with the def2-TZVPD basis set

Last column: Löwdin charge in e.
Element x y z (Å)
1 C -3.935 -2.125 -1.552  -0.029
2 C -4.238 -1.085 -2.586  -0.204
3 C -5.404 -0.342 -2.553  -0.050
4 C -5.673 0.616 -3.518  -0.099
5 C -4.761 0.832 -4.532  -0.089
6 C -3.585 0.101 -4.586  -0.023
7 C -3.315 -0.859 -3.620  -0.225
8 O -2.202 -1.656 -3.588  -0.046
9 C -1.107 -1.365 -4.419  -0.139
10 C -0.327 -0.127 -3.950  -0.365
11 O 0.761 0.059 -4.822  -0.017
12 H 1.429 0.551 -4.322  0.086
13 C 0.158 -0.302 -2.510  -0.162
14 N 0.947 0.858 -2.134  -0.024
15 H 0.359 1.686 -2.193  0.119
16 C 1.506 0.765 -0.787  -0.359
17 C 2.853 0.038 -0.823  -0.136
18 C 3.418 -0.086 0.588  -0.143
19 C 3.611 1.296 1.215  -0.340
20 N 4.308 1.214 2.492  -0.019
21 H 4.510 2.147 2.836  0.116
22 C 3.758 0.413 3.563  -0.152
23 C 2.702 1.095 4.459  -0.354
24 O 3.282 1.975 5.393  -0.016
25 H 3.942 1.495 5.909  0.096
26 C 1.843 0.032 5.180  -0.135
27 H 1.064 0.525 5.774  0.131
28 O 1.306 -0.932 4.307  -0.052
29 C 0.348 -0.580 3.394  -0.229
30 C -0.374 0.607 3.411  -0.030
31 C -1.326 0.858 2.436  -0.082
32 C -1.565 -0.066 1.437  -0.098
33 C -0.853 -1.255 1.426  -0.060
34 C 0.099 -1.532 2.391  -0.209
35 C 0.854 -2.826 2.396  -0.028
36 H 0.690 -3.372 1.471  0.080
37 H 1.920 -2.649 2.527  0.074
38 H 0.526 -3.442 3.233  0.090
39 H -1.037 -1.986 0.652  0.105
40 H -2.302 0.134 0.674  0.098
41 H -1.877 1.786 2.463  0.106
42 H -0.209 1.341 4.184  0.113
43 H 2.481 -0.543 5.860  0.139
44 H 2.057 1.734 3.852  0.122
45 H 4.598 0.116 4.206  0.128
46 H 3.331 -0.496 3.143  0.106
47 C 2.261 2.033 1.227  -0.143
48 C 1.706 2.155 -0.188  -0.142
49 H 0.750 2.686 -0.159  0.116
50 H 2.393 2.724 -0.818  0.123
51 H 2.384 3.026 1.667  0.121
52 H 1.540 1.472 1.824  0.090
53 H 4.293 1.864 0.566  0.149
54 H 2.712 -0.668 1.183  0.096
55 H 4.374 -0.610 0.573  0.123
56 H 2.729 -0.956 -1.255  0.109
57 H 3.540 0.598 -1.461  0.122
58 H 0.821 0.204 -0.127  0.129
59 H 0.801 -1.184 -2.458  0.131
60 H -0.707 -0.466 -1.847  0.122
61 H -0.989 0.756 -3.990  0.143
62 H -1.400 -1.238 -5.467  0.129
63 H -0.453 -2.239 -4.352  0.141
64 H -2.890 0.287 -5.390  0.108
65 H -4.958 1.573 -5.292  0.102
66 H -6.587 1.187 -3.474  0.098
67 H -6.113 -0.514 -1.756  0.109
68 H -2.968 -1.928 -1.092  0.061
69 H -3.876 -3.108 -2.017  0.089
70 H -4.701 -2.142 -0.781  0.079

Output
HOMO energy in eV: -8.42
Gap between HOMO and LUMO in eV: 9.109
Energy relative to the best compared isomer or geometry (same formula, charge and spin) in kJ/mol: 91.9
Strongest force on any atom in eV Å⁻¹: 0.775
SMILES: Cc1ccccc1OC[C@H](O)CN[C@H]1CC[C@H](NC[C@H](O)COc2ccccc2C)CC1

3.
Formula: C21H52N2O7P
Source: OMol25
Level of theory: ωB97M-V with the def2-TZVPD basis set

Last column: Löwdin charge in e.
Element x y z (Å)
1 C -3.586 -2.134 -2.839  -0.136
2 C -2.784 -0.827 -3.433  -0.210
3 C -1.329 -1.218 -4.152  -0.304
4 C -1.127 -0.105 -5.367  -0.111
5 C -0.196 -1.082 -2.951  -0.050
6 C -0.356 -2.100 -1.674  0.056
7 C 0.720 -1.958 -0.445  0.010
8 N 1.859 -0.924 -0.439  -0.278
9 P 2.887 -0.935 1.055  0.926
10 N 1.886 -0.077 2.282  -0.190
11 O 3.100 -2.635 1.507  -0.348
12 C 2.086 0.019 -1.619  0.040
13 C 1.057 -0.024 -2.936  0.073
14 H -4.739 -1.856 -2.817  0.078
15 H -3.289 -2.292 -1.694  0.072
16 H -3.467 -3.112 -3.476  0.092
17 H -3.450 -0.338 -4.263  0.098
18 H -2.509 -0.057 -2.565  0.133
19 H -1.311 -2.306 -4.587  0.150
20 H -2.004 -0.334 -6.143  0.100
21 H -1.343 0.963 -4.898  0.102
22 H -0.075 -0.167 -5.887  0.089
23 H -1.200 -2.909 -1.619  0.102
24 H 0.589 -2.686 0.483  0.119
25 H 2.458 0.593 2.850  0.037
26 H 1.155 0.462 1.735  0.055
27 H 2.711 -2.806 2.416  0.075
28 H 2.977 0.801 -1.619  0.118
29 H 1.222 0.695 -3.850  0.110
30 C 3.456 4.739 -3.898  -0.084
31 C 3.153 3.715 -2.824  -0.330
32 O 3.841 2.504 -3.101  -0.116
33 H 3.156 4.364 -4.883  0.080
34 H 2.929 5.677 -3.702  0.080
35 H 4.530 4.942 -3.948  0.080
36 H 2.081 3.499 -2.792  0.107
37 H 3.461 4.077 -1.839  0.101
38 H 4.793 2.705 -3.118  0.099
39 C -0.030 1.019 6.115  -0.090
40 C 0.124 2.349 5.406  -0.315
41 O 1.318 2.353 4.638  -0.103
42 H 0.827 0.831 6.770  0.081
43 H -0.944 1.002 6.716  0.039
44 H -0.067 0.197 5.393  0.072
45 H 0.182 3.166 6.132  0.119
46 H -0.723 2.539 4.740  0.108
47 H 1.252 1.630 3.991  0.030
48 C -4.349 0.180 8.849  -0.092
49 C -3.377 1.223 8.338  -0.313
50 O -2.845 0.817 7.085  -0.121
51 H -3.852 -0.789 8.959  0.079
52 H -4.765 0.476 9.817  0.078
53 H -5.172 0.037 8.141  0.073
54 H -2.545 1.347 9.038  0.118
55 H -3.870 2.192 8.213  0.111
56 H -3.591 0.718 6.469  0.099
57 C 0.503 -6.007 0.939  -0.099
58 C 1.885 -6.618 0.829  -0.319
59 O 2.771 -5.702 0.201  -0.091
60 H 0.118 -5.746 -0.052  0.072
61 H -0.193 -6.702 1.417  0.078
62 H 0.534 -5.082 1.523  0.055
63 H 1.854 -7.530 0.226  0.119
64 H 2.283 -6.870 1.817  0.112
65 H 2.798 -4.899 0.749  0.044
66 C -6.538 -0.930 -6.879  -0.088
67 C -5.911 -1.705 -5.738  -0.321
68 O -5.757 -0.862 -4.606  -0.128
69 H -5.917 -0.069 -7.146  0.079
70 H -6.660 -1.565 -7.761  0.080
71 H -7.518 -0.539 -6.588  0.077
72 H -4.923 -2.076 -6.025  0.110
73 H -6.533 -2.561 -5.457  0.114
74 H -6.641 -0.545 -4.354  0.102
75 C 5.460 3.555 1.481  -0.101
76 C 6.509 4.428 0.824  -0.325
77 O 5.919 5.197 -0.214  -0.097
78 H 5.000 2.886 0.746  0.061
79 H 5.900 2.952 2.281  0.076
80 H 4.655 4.167 1.902  0.074
81 H 7.300 3.812 0.385  0.115
82 H 6.964 5.109 1.549  0.112
83 H 5.224 5.746 0.187  0.088

Output
HOMO energy in eV: -12.01
Net charge: +1
Gap between HOMO and LUMO in eV: 7.524
Strongest force on any atom in eV Å⁻¹: 5.165

4.
Formula: C5H13O2S
Source: OMol25
Level of theory: ωB97M-V with the def2-TZVPD basis set

Last column: Löwdin charge in e.
Element x y z (Å)
1 C 3.049 1.138 -0.283  -0.028
2 C 1.975 -1.113 0.076  -0.039
3 C -2.507 0.705 1.288  -0.110
4 C -2.954 -0.985 -1.040  -0.104
5 C 2.535 -0.142 -0.738  -0.019
6 O -0.634 -0.793 0.201  -0.367
7 O -1.375 1.159 -1.076  -0.302
8 S -1.755 0.080 -0.222  0.673
9 H 2.715 1.951 -0.928  0.112
10 H 2.821 1.348 0.760  0.103
11 H 4.140 1.116 -0.401  0.129
12 H 0.796 -0.863 0.040  0.102
13 H 2.177 -1.027 1.140  0.123
14 H 1.968 -2.126 -0.309  0.120
15 H -1.863 1.484 1.679  0.079
16 H -2.598 -0.110 1.993  0.077
17 H -3.475 1.124 1.041  0.076
18 H -3.944 -0.571 -0.894  0.074
19 H -2.881 -1.974 -0.608  0.075
20 H -2.714 -1.000 -2.097  0.080
21 H 2.589 -0.322 -1.806  0.145

Output
HOMO energy in eV: -14.83
Net charge: +1
Gap between HOMO and LUMO in eV: 9.820
Energy relative to the best compared isomer or geometry (same formula, charge and spin) in kJ/mol: 187.9
Strongest force on any atom in eV Å⁻¹: 1.027

5.
Formula: C28H21CaCl2N7O2S
Source: OMol25
Level of theory: ωB97M-V with the def2-TZVPD basis set

Last column: Löwdin charge in e.
Element x y z (Å)
1 Ca -0.611 0.463 -0.645  1.190
2 Cl -2.072 -5.770 -3.711  0.587
3 C -2.297 -4.206 -2.950  -0.688
4 C -1.188 -3.598 -2.373  -0.055
5 C -1.286 -2.360 -1.750  -0.185
6 N -0.194 -1.688 -1.143  -0.026
7 C 0.889 -2.277 -0.674  -0.503
8 O 1.260 -3.466 -0.676  -0.032
9 C 1.855 -1.282 0.041  -0.182
10 C 3.213 -1.573 0.090  -0.011
11 C 4.064 -0.694 0.734  -0.076
12 C 3.548 0.427 1.344  -0.081
13 C 2.182 0.632 1.273  -0.158
14 N 1.353 -0.194 0.636  0.032
15 C -2.568 -1.705 -1.702  -0.182
16 C -3.662 -2.344 -2.282  -0.051
17 C -3.528 -3.581 -2.902  -0.688
18 Cl -4.961 -4.311 -3.596  0.589
19 N -2.622 -0.462 -1.027  -0.032
20 C -3.731 0.159 -0.658  -0.485
21 O -4.927 -0.105 -0.845  -0.020
22 C -3.449 1.446 0.187  -0.169
23 C -4.511 2.284 0.508  -0.012
24 C -4.273 3.407 1.277  -0.083
25 C -2.993 3.675 1.710  -0.085
26 C -1.990 2.794 1.349  -0.134
27 N -2.214 1.700 0.617  0.011
28 H -0.230 -4.097 -2.393  0.095
29 H 3.556 -2.476 -0.397  0.111
30 H 5.132 -0.876 0.741  0.099
31 H 4.177 1.146 1.852  0.099
32 H 1.734 1.510 1.723  0.103
33 H -4.628 -1.864 -2.234  0.089
34 H -5.488 2.015 0.134  0.107
35 H -5.087 4.076 1.531  0.097
36 H -2.759 4.549 2.302  0.092
37 H -0.960 2.977 1.632  0.101
38 C 1.052 -3.524 2.913  -0.030
39 N 0.867 -2.191 3.489  -0.118
40 C 1.874 -1.357 3.953  -0.084
41 C 1.292 -0.235 4.405  -0.105
42 N -0.074 -0.413 4.223  0.057
43 C -0.354 -1.618 3.650  -0.865
44 S -1.849 -2.270 3.269  0.532
45 H 2.117 -3.739 2.898  0.088
46 H 0.674 -3.570 1.900  0.073
47 H 0.521 -4.257 3.515  0.078
48 H 2.914 -1.622 3.869  0.117
49 H 1.719 0.657 4.830  0.108
50 H -0.801 0.263 4.367  0.137
51 N 0.170 1.994 -1.874  -0.273
52 C 1.222 2.608 -2.357  -0.571
53 C 1.516 2.780 -3.800  -0.113
54 C 2.647 3.394 -4.294  -0.206
55 C 3.649 3.947 -3.463  -0.221
56 C 3.420 3.850 -2.080  -0.215
57 C 2.293 3.242 -1.551  -0.124
58 H 0.780 2.362 -4.483  0.060
59 H 2.772 3.458 -5.375  0.064
60 H 4.536 4.422 -3.866  0.039
61 H 4.156 4.270 -1.394  0.061
62 H 2.155 3.218 -0.465  0.046

Output
HOMO energy in eV: 0.60
Net charge: -2
Gap between HOMO and LUMO in eV: 3.305
Energy relative to the best compared isomer or geometry (same formula, charge and spin) in kJ/mol: 160.3
Strongest force on any atom in eV Å⁻¹: 1.742

> What is the gap between HOMO and LUMO in the second record?

9.109 eV